Entry 1:
Below is C32H74CaCuN4O8 as an isolated structure at a distorted geometry, with properties calculated with the ωB97M-V functional and the def2-TZVPD basis.

Cartesian coordinates (Å):
Cu  2.941  2.428  -0.954
Ca  1.681  0.913  -4.237
C  0.770  0.179  -0.874
O  1.191  1.039  -1.887
H  0.597  -0.828  -1.292
H  1.505  -0.041  -0.084
H  -0.124  0.488  -0.318
C  4.103  -1.012  -3.112
O  3.901  0.128  -3.883
H  5.064  -0.967  -2.574
H  3.303  -1.187  -2.371
H  4.196  -1.911  -3.745
C  0.382  -5.663  -1.913
C  -0.254  -5.921  -0.555
C  0.538  -7.115  0.075
C  0.409  -7.123  1.588
C  0.741  -5.802  2.291
C  -0.059  -4.617  1.699
N  -0.123  -4.680  0.238
O  -0.808  -3.561  -0.264
C  -1.422  -4.684  2.364
C  0.734  -3.350  2.112
C  -1.692  -6.346  -0.732
H  0.409  -6.593  -2.480
H  1.357  -5.173  -1.873
H  -0.216  -4.914  -2.447
H  0.166  -8.047  -0.354
H  1.551  -7.129  -0.340
H  1.061  -7.888  2.009
H  -0.649  -7.285  1.804
H  1.818  -5.619  2.277
H  0.482  -6.035  3.324
H  -2.037  -5.563  2.178
H  -1.294  -4.668  3.452
H  -2.086  -3.828  2.205
H  0.091  -2.468  2.160
H  1.259  -3.333  3.069
H  1.536  -3.248  1.377
H  -2.305  -6.167  0.158
H  -1.859  -7.415  -0.868
H  -2.273  -5.783  -1.468
H  -0.108  -3.055  -0.692
C  -2.963  -1.137  4.429
C  -2.820  -0.087  3.336
C  -4.169  0.671  3.337
C  -4.196  2.061  2.732
C  -3.023  2.833  3.349
C  -1.644  2.162  3.189
N  -1.674  0.781  3.634
O  -0.430  0.130  3.419
C  -1.250  2.265  1.694
C  -0.747  3.058  4.075
C  -2.653  -0.910  2.042
H  -2.134  -1.856  4.497
H  -3.796  -1.807  4.195
H  -3.042  -0.839  5.477
H  -4.856  0.039  2.765
H  -4.574  0.597  4.349
H  -5.154  2.534  2.945
H  -4.087  1.955  1.649
H  -3.322  2.932  4.396
H  -2.957  3.838  2.928
H  -1.178  3.339  1.480
H  -0.221  1.930  1.550
H  -2.000  1.864  1.021
H  -0.659  4.082  3.715
H  -1.129  3.020  5.092
H  0.265  2.641  4.086
H  -2.533  -0.256  1.165
H  -3.542  -1.424  1.673
H  -1.795  -1.566  2.157
H  -0.495  -0.107  2.477
C  -3.962  2.972  -4.015
O  -2.912  3.054  -3.054
C  -1.772  3.682  -3.564
C  -1.030  2.844  -4.624
N  -0.724  1.470  -4.144
C  -1.581  0.441  -4.759
C  -1.058  -0.984  -4.428
O  0.328  -1.131  -4.626
C  0.727  -2.501  -4.481
H  -3.940  2.194  -4.782
H  -4.062  3.962  -4.468
H  -4.853  2.771  -3.417
H  -1.029  3.851  -2.781
H  -1.999  4.645  -4.032
H  -0.167  3.369  -5.050
H  -1.700  2.790  -5.490
H  -0.860  1.540  -3.137
H  -1.596  0.516  -5.845
H  -2.571  0.515  -4.310
H  -1.658  -1.626  -5.081
H  -1.294  -1.196  -3.378
H  0.144  -3.136  -5.150
H  0.485  -2.804  -3.460
H  1.785  -2.601  -4.702
C  3.817  7.734  -1.955
O  3.509  7.061  -0.739
C  4.484  6.118  -0.323
C  3.911  5.447  0.906
N  2.791  4.616  0.501
C  2.082  3.927  1.565
C  2.772  2.686  2.130
O  3.091  1.675  1.178
C  3.903  0.622  1.689
H  3.162  8.597  -2.048
H  3.609  7.057  -2.783
H  4.840  8.107  -1.902
H  5.414  6.671  -0.160
H  4.666  5.370  -1.104
H  3.616  6.229  1.617
H  4.692  4.854  1.391
H  2.158  5.317  0.115
H  1.063  3.668  1.291
H  2.038  4.538  2.478
H  2.067  2.157  2.780
H  3.673  2.944  2.693
H  4.768  1.014  2.229
H  4.168  -0.039  0.872
H  3.309  0.090  2.440

Frontier orbital gap   6.76 eV
Multiplicity   1
Net charge   +1
Electronic energy   -119792.172 eV
HOMO   -9.8 eV
Lowest unoccupied orbital energy   -3.1 eV

Entry 2:
Below is a 13-piece molecular cluster, C32H74N10O13 overall at a distorted geometry, with properties calculated with the ωB97M-V functional and the def2-TZVPD basis.

Cartesian coordinates (Å):
C  15.066  13.953  7.300
C  14.777  14.095  8.851
C  13.466  13.413  9.077
O  12.749  13.531  7.844
C  13.625  13.927  6.795
H  15.665  13.060  7.083
H  15.615  14.838  6.981
H  14.780  15.169  9.099
H  15.567  13.652  9.449
H  12.731  13.853  9.715
H  13.623  12.424  9.436
H  13.278  14.944  6.510
H  13.467  13.201  5.971
C  10.103  10.080  8.253
C  10.091  9.714  9.755
C  9.263  10.931  10.342
O  9.528  12.023  9.505
C  9.693  11.574  8.138
H  9.423  9.485  7.654
H  11.046  10.043  7.805
H  11.096  9.811  10.146
H  9.709  8.748  10.124
H  9.623  11.147  11.339
H  8.198  10.697  10.448
H  10.478  12.267  7.804
H  8.741  11.717  7.551
C  10.979  13.208  13.534
C  12.127  12.969  14.472
C  13.068  12.093  13.673
O  12.688  12.430  12.278
C  11.644  13.355  12.201
H  10.463  14.117  13.776
H  10.350  12.335  13.686
H  11.844  12.649  15.505
H  12.670  13.919  14.481
H  12.924  11.014  13.706
H  14.124  12.422  13.794
H  11.054  13.163  11.332
H  12.106  14.363  12.114
O  8.439  13.379  18.067
C  8.921  12.257  18.276
N  10.175  11.942  17.864
C  8.099  11.167  18.948
H  10.619  11.062  18.118
H  10.880  12.689  17.701
H  8.558  10.182  18.961
H  7.132  11.124  18.386
H  7.889  11.535  19.920
O  16.007  13.595  14.201
C  16.691  14.563  14.469
N  17.749  14.539  15.335
C  16.386  15.980  13.900
H  17.914  13.725  15.944
H  18.191  15.419  15.571
H  15.865  15.834  12.925
H  17.185  16.658  13.823
H  15.615  16.448  14.462
O  11.896  15.078  18.008
C  11.197  15.869  17.432
N  9.970  15.495  16.963
C  11.556  17.311  17.377
H  9.572  14.627  17.335
H  9.365  16.208  16.510
H  12.595  17.593  17.385
H  11.115  17.752  18.317
H  11.194  17.800  16.499
O  9.699  16.222  12.833
C  9.294  16.431  11.697
N  8.017  16.727  11.365
C  10.316  16.571  10.633
H  7.364  16.927  12.150
H  7.873  17.099  10.445
H  11.268  16.089  10.993
H  10.470  17.658  10.548
H  9.972  16.105  9.756
O  15.246  8.979  12.448
C  14.117  9.016  12.120
N  13.554  9.987  11.352
C  13.048  7.991  12.509
H  12.578  10.239  11.469
H  14.076  10.756  10.974
H  12.078  8.342  12.756
H  13.488  7.441  13.321
H  12.946  7.209  11.744
O  6.375  16.973  15.728
C  6.475  16.001  16.456
N  6.970  14.820  16.048
C  6.040  15.975  17.940
H  7.206  14.058  16.704
H  7.236  14.695  15.051
H  6.159  16.905  18.442
H  6.659  15.269  18.529
H  5.042  15.650  18.089
O  9.983  7.441  13.818
C  10.280  8.110  14.801
N  11.217  7.706  15.650
C  9.687  9.446  15.166
H  11.341  8.262  16.538
H  11.551  6.797  15.486
H  8.593  9.382  15.202
H  9.894  10.228  14.443
H  9.993  9.802  16.159
O  16.303  12.579  17.481
C  15.435  13.421  17.700
N  14.256  13.502  17.036
C  15.548  14.455  18.829
H  14.126  12.739  16.369
H  13.540  14.106  17.356
H  15.718  14.044  19.817
H  14.618  15.094  18.979
H  16.374  15.126  18.680
O  16.437  8.949  15.489
C  17.202  9.605  14.789
N  17.421  10.966  14.957
C  17.941  8.906  13.655
H  16.900  11.420  15.751
H  17.646  11.578  14.189
H  17.362  8.068  13.163
H  18.906  8.545  14.090
H  18.157  9.603  12.860
O  11.617  9.689  17.921
C  12.855  9.634  17.848
N  13.627  9.265  16.771
C  13.758  9.971  18.997
H  14.642  9.317  16.813
H  13.169  8.919  15.905
H  13.294  10.305  19.902
H  14.240  10.855  18.602
H  14.579  9.347  19.266

Frontier orbital gap   9.64 eV
Relative energy (zero: lowest compared OMol25 entry of this formula, charge and spin)   0.0 kcal/mol
Multiplicity   1
Electronic energy   -75907.145 eV
HOMO   -9.3 eV
Lowest unoccupied orbital energy   0.4 eV

Which value of HOMO does entry 2 give?
-9.3 eV

What is the frontier orbital gap in the second record?
9.64 eV

What is the formula in the second record?
C32H74N10O13